(1)
ORCA calculation (ωB97M-V/def2-TZVPD) on a cluster of 2 separate species, C4H11N3O2 in total in a non-equilibrium geometry.

As for the HOMO energy (spin up / spin down): -13.07 / -13.06 eV. The largest force on an atom comes out at 8.9 eV Å⁻¹. As for the HOMO-LUMO gap (spin up / spin down): 9.03 / 4.16 eV. For the LUMO energy (spin up / spin down), the calculation gives -4.04 / -8.90 eV. The calculation puts the relative energy (zero: lowest compared OMol25 entry of this formula, charge and spin) at 124.9 kcal/mol. Its total charge is +1. The calculation puts the energy at -473.31934 Ha. As for the spin multiplicity: 2. Its expectation value of S² is 0.767.

Cartesian coordinates (Å):
C (-1.41781, 0.90348, 2.17300)
C (-1.46673, 0.91588, -0.28127)
N (-0.77708, 1.02288, 0.80635)
N (-2.97130, 0.80041, -0.30495)
N (-0.87366, 0.92037, -1.57947)
H (1.55436, -0.40094, 1.02380)
H (-2.40870, 1.35482, 2.31161)
H (-0.73051, 1.43400, 2.77981)
H (-3.43393, 0.74395, 0.65048)
H (-3.36315, 1.66005, -0.69109)
H (0.07920, 0.78702, -1.50987)
H (-1.21407, 1.54307, -2.32007)
H (-1.46625, -0.17391, 2.46543)
C (2.62728, -2.19337, -0.99335)
C (2.58297, -0.87831, -0.56330)
O (2.21550, -0.85860, 0.75849)
O (2.98827, 0.23610, -0.94108)
H (2.66880, -2.90672, -0.01041)
H (3.40546, -2.51831, -1.92979)
H (2.00135, -2.39187, -1.84432)

Löwdin population analysis, charges in e, atoms 1 to 5: atom 1 (C): -0.017, atom 2 (C): -0.312, atom 3 (N): 0.166, atom 4 (N): 0.162, atom 5 (N): 0.262

(2)
ORCA calculation (ωB97M-V/def2-TZVPD) on the molecule C4H11N3S in a non-equilibrium geometry.

As for the HOMO energy: -8.85 eV. The largest force on an atom comes out at 2.0 eV Å⁻¹. As for the HOMO-LUMO gap: 9.67 eV. For the LUMO energy, the calculation gives 0.82 eV. The calculation puts the relative energy (zero: lowest compared OMol25 entry of this formula, charge and spin) at 36.5 kcal/mol. The SMILES is CNC[C@H](N)/C=N\S. Its total charge is 0. The calculation puts the energy at -721.41050 Ha.

Cartesian coordinates (Å):
C (1.09948, 0.55282, -1.77908)
N (-0.30958, 0.19167, -1.67772)
C (-0.55894, -0.76601, -0.63746)
C (-0.85933, -0.09193, 0.74627)
N (-1.90978, 0.92730, 0.72219)
C (0.37036, 0.54792, 1.31415)
N (1.32020, 0.05967, 1.96759)
S (1.22631, -1.67370, 2.23933)
H (1.77398, -0.25880, -2.14520)
H (1.47193, 0.85158, -0.76847)
H (1.20137, 1.43059, -2.41800)
H (-0.54012, -0.24725, -2.57087)
H (0.31120, -1.43222, -0.50322)
H (-1.49094, -1.31148, -0.85913)
H (-1.20860, -0.83559, 1.46602)
H (-2.82854, 0.55806, 0.77143)
H (-1.88086, 1.51728, -0.06775)
H (0.43946, 1.66118, 1.18119)
H (2.37241, -1.68108, 3.01872)

Löwdin population analysis, charges in e, atoms 1 to 5: atom 1 (C): -0.130, atom 2 (N): -0.128, atom 3 (C): -0.220, atom 4 (C): -0.398, atom 5 (N): 0.051

(3)
ORCA calculation (ωB97M-V/def2-TZVPD) on a structure of composition C4H11N4O2 in a non-equilibrium geometry.

As for the HOMO energy: -13.41 eV. The largest force on an atom comes out at 6.3 eV Å⁻¹. As for the HOMO-LUMO gap: 10.77 eV. For the LUMO energy, the calculation gives -2.64 eV. The calculation puts the relative energy (zero: lowest compared OMol25 entry of this formula, charge and spin) at 114.3 kcal/mol. Its total charge is +1. The calculation puts the energy at -528.14570 Ha.

Cartesian coordinates (Å):
C (0.13907, 1.64158, -0.17913)
C (-0.17822, 1.91040, 1.19686)
C (0.00464, -0.45354, 1.29354)
C (0.37169, -1.66005, -2.02438)
N (-0.26193, 0.77849, 1.94831)
N (-0.22580, -0.19356, -0.09480)
N (-1.29565, 2.11228, 0.15150)
N (0.82797, -0.70664, -0.92535)
O (0.88436, 1.88892, -1.07333)
O (1.35508, -0.65159, 1.56536)
H (0.04843, 2.78211, 1.75098)
H (-0.56453, -1.35582, 1.52341)
H (1.24368, -2.23237, -2.34592)
H (-0.35323, -2.25832, -1.58683)
H (0.00201, -1.06358, -2.79877)
H (-0.93343, 0.86647, 2.84932)
H (-2.02516, 1.47660, 0.14565)
H (-1.46869, 2.86850, -0.44168)
H (1.57663, -1.17026, -0.38182)
H (1.21445, 0.07739, -1.51123)
H (1.62404, 0.00596, 2.16849)

Löwdin population analysis, charges in e, atoms 1 to 5: atom 1 (C): -0.454, atom 2 (C): -0.169, atom 3 (C): -0.420, atom 4 (C): 0.055, atom 5 (N): 0.059

(4)
ORCA calculation (ωB97M-V/def2-TZVPD) on a cluster of 2 separate species, C4H11N4S in total in a non-equilibrium geometry.

As for the HOMO energy: -12.62 eV. The largest force on an atom comes out at 5.9 eV Å⁻¹. As for the HOMO-LUMO gap: 8.02 eV. For the LUMO energy, the calculation gives -4.60 eV. The calculation puts the relative energy (zero: lowest compared OMol25 entry of this formula, charge and spin) at 25.1 kcal/mol. Its total charge is +1. The calculation puts the energy at -775.92632 Ha.

Cartesian coordinates (Å):
C (-1.81634, 0.82756, 0.20227)
C (1.29292, -0.09601, 1.47529)
C (0.42271, -0.75075, -2.17386)
C (0.53281, -0.92288, -0.69125)
N (-3.12576, 1.04473, 0.33397)
N (2.11657, 0.89131, 1.91337)
N (0.66689, -1.10315, 1.92065)
N (1.24724, -0.05471, -0.02023)
S (-0.66295, 1.99772, 0.37206)
H (-0.41739, -0.00602, -2.29776)
H (0.18698, -1.75712, -2.54527)
H (1.40694, -0.27688, -2.50485)
H (0.13632, -1.76966, -0.30407)
H (-3.75477, 0.73757, -0.38174)
H (-3.55318, 1.75714, 0.88357)
H (2.01032, 1.06581, 2.90040)
H (2.07828, 1.66707, 1.25745)
H (0.64655, -1.15441, 2.90794)
H (-1.75887, -0.16771, -0.25763)
H (1.62830, 0.81716, -0.28126)

Löwdin population analysis, charges in e, atoms 1 to 5: atom 1 (C): -0.695, atom 2 (C): -0.520, atom 3 (C): -0.007, atom 4 (C): -0.092, atom 5 (N): 0.051